1.
This record from the OMol25 dataset describes a structure of composition C34H42Cl3N6O4PbSSi2. The level of theory is ωB97M-V/def2-TZVPD.

Values from the calculation:
**E**: -4501.14820 Eh
**Max |F|**: 0.0098 Eh/bohr
**Total charge**: -1
**Frontier orbital gap**: 5.995 eV
**Energy relative to the best compared isomer or geometry (same formula, charge and spin)**: 43.7 kcal per mole

The geometry in XYZ format:
```
93
Properties=species:S:1:pos:R:3:mulliken_charge:R:1
Pb 0.0522 0.3976 0.2545 1.987
C 3.5582 -2.1336 -2.0702 -1.432
Si 1.9736 -1.3446 -2.7270 0.376
C 1.5765 -1.9953 -4.4429 -1.266
C 2.1816 0.4906 -2.7568 -0.562
N 0.5569 -1.7407 -1.7463 -0.007
C 0.2062 -2.8560 -1.2573 0.392
C 0.9594 -4.1158 -1.4480 -0.650
C 0.3639 -5.3064 -1.3402 -0.814
C -1.0402 -5.3998 -0.9609 -0.489
C -1.7254 -4.3216 -0.5708 -0.810
C -1.0929 -2.9853 -0.4778 0.562
N -1.5502 -2.0158 0.2051 0.149
Si -3.0003 -2.1304 1.2444 0.399
C -4.4974 -2.2451 0.1208 -1.092
C -3.2117 -0.6542 2.3506 -0.339
C -2.8274 -3.6061 2.3973 -1.103
H 4.3929 -1.4430 -2.2165 0.439
H 3.8087 -3.0663 -2.5812 0.473
H 3.4851 -2.3445 -1.0011 0.356
H 2.4808 -2.0389 -5.0557 0.375
H 0.8660 -1.3339 -4.9434 0.300
H 1.1428 -2.9970 -4.4058 0.335
H 2.9290 0.7656 -3.5081 0.600
H 2.5131 0.8849 -1.7938 0.048
H 1.2494 1.0096 -2.9891 -0.026
H 1.9884 -4.0381 -1.7657 0.258
H 0.9095 -6.2161 -1.5593 0.425
H -1.5231 -6.3697 -0.9840 0.425
H -2.7627 -4.4124 -0.2832 0.287
H -4.4372 -1.4561 -0.6344 0.187
H -5.4014 -2.0676 0.7102 0.374
H -4.6108 -3.1995 -0.3955 0.349
H -3.7563 0.1529 1.8587 0.077
H -2.2687 -0.2391 2.7025 -0.193
H -3.7867 -0.9769 3.2246 0.534
H -2.8469 -4.5806 1.9113 0.370
H -3.6340 -3.5758 3.1347 0.379
H -1.8820 -3.5297 2.9434 0.248
S -3.9691 3.1088 0.7668 -0.441
C -3.0114 3.3308 2.1642 -0.617
C -1.8801 2.5718 2.1275 -1.116
C -1.7479 1.7724 0.9474 -0.120
C -2.8156 1.9807 0.1196 1.553
C -3.0527 1.3225 -1.1670 -0.160
C -4.1331 1.6393 -1.9973 -0.983
C -4.2867 0.9631 -3.1900 -0.718
C -3.3634 -0.0142 -3.5401 -0.980
C -2.3258 -0.2652 -2.6582 -0.721
N -2.1758 0.3725 -1.5045 1.163
H -3.3350 4.0049 2.9431 0.450
H -1.1651 2.5518 2.9397 0.280
H -4.8267 2.4194 -1.7121 0.475
H -5.1150 1.2001 -3.8469 0.410
H -3.4397 -0.5643 -4.4682 0.488
H -1.5727 -1.0149 -2.8776 0.135
N 3.1923 -0.0660 0.8327 -0.162
C 3.5631 0.5286 2.1137 -0.263
C 3.6031 2.0541 2.0563 -0.944
C 2.2606 2.7553 2.2265 -0.705
N 1.3687 2.5894 1.0783 0.012
H 2.9474 -1.0447 0.9319 -0.054
H 3.9534 0.0060 0.1681 0.242
H 4.5326 0.1616 2.4801 0.460
H 2.8145 0.2240 2.8490 -0.116
H 4.0789 2.3773 1.1227 0.293
H 4.2533 2.4075 2.8633 0.420
H 2.4553 3.8179 2.4247 0.501
H 1.7584 2.3527 3.1112 0.305
H 1.7781 2.9917 0.2316 -0.005
H 0.5218 3.1311 1.2347 -0.029
O -0.1311 0.8645 4.3134 -0.742
C 0.2300 -0.2255 3.9108 -0.935
N 0.3987 -0.6136 2.6035 1.405
C 0.9164 -1.8777 2.5724 -0.356
O 1.2758 -2.4955 1.5775 -0.641
C 1.0035 -2.4106 3.9814 0.235
C 1.4060 -3.6319 4.4792 -0.230
C 1.3737 -3.7976 5.8627 -0.655
C 0.9573 -2.7648 6.6993 -0.453
C 0.5582 -1.5346 6.1798 -0.652
C 0.5886 -1.3883 4.8092 0.239
H 1.7323 -4.4229 3.8159 0.489
H 1.6776 -4.7416 6.2987 0.410
H 0.9451 -2.9251 7.7706 0.404
H 0.2341 -0.7226 6.8182 0.509
Cl -2.0336 4.5129 -2.7485 -0.137
C -0.5283 4.8897 -1.8880 0.605
Cl 0.2478 6.2722 -2.6908 -0.171
Cl -0.9359 5.3459 -0.2092 -0.160
C 0.4424 3.6314 -1.7809 -0.138
O 1.6376 3.9173 -1.6480 -0.797
O -0.1472 2.5423 -1.7807 -0.201
```

---

2.
This record from the OMol25 dataset describes a structure of composition C3H6N2O at a distorted geometry. The level of theory is ωB97M-V/def2-TZVPD.

Values from the calculation:
**E**: -302.51023 Eh
**Max |F|**: 0.0906 Eh/bohr
**Frontier orbital gap**: 10.021 eV
**Energy relative to the best compared isomer or geometry (same formula, charge and spin)**: 114.7 kcal per mole

The geometry in XYZ format:
```
12
Properties=species:S:1:pos:R:3:mulliken_charge:R:1
N 0.6241 -0.8326 2.0354 -0.468
C 0.5738 0.1071 1.1394 -0.228
C -0.1596 0.7734 -1.7436 -0.229
O 0.4751 -0.2569 -1.6722 -0.435
C -0.5592 0.9133 1.1010 0.414
N -1.5054 1.5586 1.1253 -0.397
H -0.2954 -0.7757 2.4965 0.263
H 0.0210 -2.2878 -0.2797 0.125
H 1.5238 0.1838 0.6368 0.449
H -1.1560 1.0760 -1.4191 0.357
H 0.4299 1.4034 -2.4326 0.267
H 0.0278 -1.8626 -0.9872 -0.118
```

---

3.
This record from the OMol25 dataset describes a structure of composition C15H21BN8O3S2Sr at a distorted geometry. The level of theory is ωB97M-V/def2-TZVPD.

Values from the calculation:
**E**: -2100.10543 Eh
**Max |F|**: 0.0462 Eh/bohr
**Frontier orbital gap**: 8.055 eV

The geometry in XYZ format:
```
51
Properties=species:S:1:pos:R:3:mulliken_charge:R:1
Sr 0.3044 -0.6469 -0.2168 1.504
N 4.4155 -2.1779 -0.5418 -0.697
N 3.6362 -3.3116 -0.9648 -0.092
C 2.3006 -3.3857 -0.8428 0.512
O 1.6495 -4.4092 -1.1945 -0.828
O 1.8297 -2.2805 -0.4002 -0.856
H 4.8269 -2.4278 0.3341 0.240
H 3.7459 -1.4142 -0.3769 0.274
H 4.1437 -3.9922 -1.4825 0.236
C -2.4975 3.6278 -3.1739 -0.882
N -1.7453 3.6391 -1.9590 0.208
C -1.2461 4.8230 -1.3204 -0.519
C -0.7249 4.4086 -0.1685 -0.418
N -0.9966 3.0811 0.0416 0.609
B -0.8440 2.3846 1.3989 0.098
N 0.6132 2.8175 2.0479 0.238
C 0.8807 3.3989 3.2617 -0.424
C 2.2341 3.5210 3.4508 -0.502
N 2.8198 3.0008 2.2723 0.225
C 4.2322 2.9814 1.9610 -0.959
C 1.8300 2.5115 1.4494 -0.053
S 2.2563 1.5390 0.0467 -0.475
C -1.5429 2.5737 -1.1139 -0.203
S -1.8499 0.9784 -1.5414 -0.472
H -3.4942 3.2150 -3.0244 0.339
H -2.0445 3.0367 -3.9547 0.292
H -2.5628 4.6786 -3.5099 0.311
H -1.3864 5.8177 -1.6827 0.415
H -0.1213 5.0019 0.5293 0.396
H -1.6584 2.7404 2.1912 -0.172
H -0.9349 1.2275 1.2986 -0.344
H 0.0361 3.6086 3.9635 0.390
H 2.8029 3.9538 4.2654 0.448
H 4.6922 2.0841 2.2895 0.333
H 4.7840 3.8723 2.3764 0.311
H 4.4415 3.0692 0.8810 0.348
N -0.4846 -5.7746 -1.5486 -0.212
C -1.7421 -5.7964 -1.1289 0.438
O -2.5405 -6.6935 -1.3676 -0.702
C -2.2474 -4.5902 -0.3788 0.156
C -3.6015 -4.5471 0.0817 -0.478
C -4.0732 -3.3079 0.4243 -0.456
C -3.2854 -2.1519 0.2413 -0.470
N -1.9705 -2.2042 -0.0378 -0.009
C -1.4675 -3.4541 -0.2793 0.228
H -0.1539 -6.5349 -2.1148 0.246
H 0.1995 -5.0597 -1.2930 0.367
H -4.2576 -5.4484 0.0971 0.399
H -5.0548 -3.2958 0.8774 0.368
H -3.7717 -1.1412 0.2523 0.342
H -0.3744 -3.5466 -0.4152 -0.047
```